DFT (wB97M-V/def2-TZVPD) results for a structure of composition C14H14ClNO2Tb at a distorted geometry.

The geometry in ORCA input format:
```
! wB97M-V def2-TZVPD RIJCOSX def2/J DEFGRID3
* xyz -1 7
C -0.2972 0.9645 -3.7589
C 1.1110 1.1446 -3.5599
C 1.2902 2.0746 -2.4845
C -0.0054 2.4616 -2.0182
C -0.9853 1.7758 -2.8002
Tb 0.1883 -0.2319 -1.4821
N -1.4215 -1.4612 -1.9696
C -0.2138 -2.4166 -2.3712
C 1.2219 -2.0249 -2.4688
H 2.2433 2.4844 -2.1433
H 1.9053 0.7025 -4.1643
H -0.2105 3.2119 -1.2522
H -2.0680 1.9004 -2.7275
H -0.7641 0.3583 -4.5370
H 1.5456 -1.9360 -3.5069
H -0.2881 -3.2995 -1.6997
H -2.3208 -1.9326 -2.0755
H 1.8526 -2.6943 -1.8828
H -0.5168 -2.7803 -3.3742
Cl -0.4143 0.4093 7.1645
C -0.3035 0.2619 5.4620
C 0.3158 -0.8667 4.8980
C 0.4351 -0.9628 3.5093
C -0.0823 0.0471 2.6999
C -0.7284 1.1510 3.2547
C -0.8315 1.2731 4.6414
C 0.0316 -0.0412 1.2158
O 0.8797 -0.8453 0.6640
O -0.7337 0.6915 0.4926
H 0.7011 -1.6486 5.5468
H 0.9241 -1.8166 3.0436
H -1.1457 1.9093 2.5945
H -1.3148 2.1368 5.0897
*
```

As for the strongest force on any atom: 4.8 eV/Å. Its expectation value of S² is 12.680. The orbital gap (alpha / beta) is 0.21946 / 0.20933 Ha. Its LUMO energy (alpha / beta) is 2.53 / 2.53 eV.